Here is a 4-piece molecular cluster, C26H27BF3N4O9 overall in a non-equilibrium geometry from the OMol25 dataset. Energies are from the ωB97M-V functional and the def2-TZVPD basis.

```
70
Properties=species:S:1:pos:R:3
F 2.838 3.058 1.534
F 0.888 3.975 1.299
F 1.830 4.098 -1.504
O -0.632 2.640 -7.368
O -4.189 -0.442 1.521
O -1.305 4.339 -8.503
O 1.844 -2.422 -3.048
O 3.156 -1.602 1.524
O 2.161 -3.216 -0.812
O 0.057 -2.206 -1.496
O -3.035 -2.114 2.228
O 3.646 -0.635 3.371
N -0.770 0.580 -1.335
N 3.521 -1.626 2.693
N -4.014 -1.385 2.271
N -0.739 3.836 -7.559
C -0.261 6.105 -6.723
C -6.167 -0.871 3.326
C 2.003 1.718 -1.287
C -4.837 -2.720 4.156
C -7.137 -1.152 4.271
C 4.423 -5.362 4.410
C -0.149 -1.450 -0.323
C 0.225 0.032 -0.387
C 1.015 6.409 -4.706
C 1.681 0.547 -0.350
C -5.033 -1.665 3.282
C -5.814 -2.990 5.099
C 4.518 -4.206 5.175
C 1.875 3.351 0.697
C 1.912 3.057 -0.629
C 3.821 -2.930 3.291
C -0.137 4.738 -6.561
C 4.017 -5.293 3.083
C -1.713 -1.263 -0.337
C -1.846 -0.117 -1.256
C 0.543 4.188 -5.493
C 4.217 -2.977 4.616
C 3.711 -4.070 2.513
C -6.963 -2.211 5.154
C 0.322 6.943 -5.784
C 1.123 5.031 -4.560
B 1.360 -2.626 -1.769
H -2.144 -2.121 -0.855
H 0.133 -1.938 0.609
H -7.726 -2.430 5.888
H -3.944 -3.323 4.106
H 1.880 0.800 0.688
H 3.020 1.566 -1.666
H 2.394 -0.246 -0.576
H -0.180 0.384 0.570
H -0.675 1.391 -1.933
H 4.666 -6.320 4.849
H 3.395 -4.013 1.482
H 2.634 -2.490 -0.384
H -2.188 -1.131 0.643
H -5.681 -3.811 5.789
H 1.881 -1.478 -3.231
H -6.296 -0.050 2.637
H 0.622 3.116 -5.390
H 4.832 -4.264 6.208
H 1.473 7.066 -3.979
H 1.661 4.613 -3.724
H 4.292 -2.074 5.204
H 0.236 8.015 -5.897
H 1.379 1.768 -2.183
H 3.943 -6.194 2.491
H -2.742 0.105 -1.821
H -0.800 6.513 -7.565
H -8.032 -0.548 4.319
```

Results
Frontier orbital gap   0.281 hartree
2S+1   1
Energy above the lowest of the compared OMol25 structures with the same formula, charge and spin   0.000 eV
Net charge   +1
F_max   2.41 eV Å⁻¹
DFT total energy   -2227.0920 Ha

Here is C26H27IN8O5STi as an isolated structure in a non-equilibrium geometry from the OMol25 dataset. Energies are from the ωB97M-V functional and the def2-TZVPD basis.

```
69
Properties=species:S:1:pos:R:3
I 3.478 3.954 -5.499
Ti -0.085 -0.131 0.963
S -4.140 -1.240 2.096
O -1.499 2.964 -0.552
O -1.874 0.151 4.116
O -1.306 0.892 2.145
O -0.031 1.345 -0.062
O -0.644 -1.035 2.738
N 1.575 0.665 2.088
N -1.321 0.005 3.105
N -4.191 1.149 0.153
N -1.158 -1.778 0.142
N 1.464 -1.757 1.056
N 0.750 -0.789 -1.372
N -5.017 1.170 1.275
N -6.019 0.293 3.105
C -0.527 -2.966 0.157
C 2.197 -1.632 2.346
C -1.036 -4.050 -0.516
C 2.492 -1.701 -0.022
C 1.906 -1.441 -1.376
C 0.183 -0.475 -2.537
C -2.885 -2.686 -1.202
C -0.447 2.441 -0.784
C 0.898 3.950 -3.929
C 0.510 2.829 -1.837
C 0.052 3.626 -2.882
C 1.978 -1.456 -3.753
C -2.236 -3.904 -1.209
C 0.764 -0.785 -3.752
C 3.541 0.265 3.363
C 3.656 1.624 3.614
C 1.680 1.984 2.337
C 0.694 -3.042 1.031
C 1.830 2.382 -1.829
C 2.561 -1.800 -2.544
C 2.707 2.496 3.098
C -5.095 0.143 2.147
C 2.684 2.721 -2.862
C 2.480 -0.182 2.604
C 2.211 3.491 -3.921
C -2.317 -1.629 -0.511
H 3.180 -0.887 0.227
H 4.261 -0.441 3.756
H 3.119 -2.217 2.324
H 3.714 2.390 -2.852
H -2.657 -4.746 -1.743
H 0.346 -3.232 2.047
H 3.072 -2.627 -0.006
H -3.511 1.900 0.211
H -3.826 -2.543 -1.713
H 1.342 -3.872 0.744
H 0.539 4.560 -4.746
H -0.516 -4.998 -0.494
H 2.760 3.560 3.277
H -0.969 3.984 -2.871
H -2.793 -0.657 -0.449
H -0.767 0.046 -2.490
H 0.274 -0.507 -4.674
H -5.605 1.979 1.415
H -4.764 1.306 -0.670
H 3.501 -2.333 -2.507
H 1.573 -2.020 3.151
H -6.112 -0.440 3.787
H 2.462 -1.715 -4.686
H 4.478 2.000 4.209
H -6.674 1.057 3.124
H 2.195 1.774 -1.010
H 0.916 2.618 1.910
```

Results
Frontier orbital gap   0.199 hartree
2S+1   1
Energy above the lowest of the compared OMol25 structures with the same formula, charge and spin   0.494 eV
Net charge   +2
F_max   1.78 eV Å⁻¹
DFT total energy   -3366.1308 Ha

Here is C26H27N2O4Pd as an isolated structure in a non-equilibrium geometry from the OMol25 dataset. Energies are from the ωB97M-V functional and the def2-TZVPD basis.

```
60
Properties=species:S:1:pos:R:3
Pd -0.135 -0.649 -1.963
O -3.744 -2.957 -0.582
O 1.449 0.410 -2.571
O -1.818 -1.429 -1.321
O 0.541 0.005 0.403
N -1.004 1.137 -2.428
N -0.136 2.059 -2.818
C -4.753 -3.763 -0.047
C -4.644 0.683 -2.341
C -1.261 -0.012 4.147
C -5.411 -1.358 -1.357
C 0.197 -0.351 4.018
C 2.166 2.588 -3.161
C -3.291 0.322 -2.149
C 4.218 4.357 -3.812
C 2.274 -0.883 5.152
C 2.950 -0.890 1.424
C 3.503 2.249 -2.915
C 2.893 4.698 -4.060
C -2.997 -0.953 -1.560
C 4.515 3.129 -3.234
C -4.108 -1.759 -1.162
C 0.847 -2.401 -2.537
C 2.899 -0.975 3.912
C 1.120 1.633 -2.819
C 0.096 -0.132 1.556
C -2.306 1.275 -2.538
C 1.875 3.831 -3.736
C 0.842 -0.417 2.751
C 0.914 -0.579 5.171
C -5.678 -0.128 -1.960
C 3.014 -1.094 6.441
C 2.225 -0.748 2.726
H -6.235 -1.983 -1.051
H -1.877 -0.744 3.626
H 2.671 5.658 -4.510
H 4.089 -1.104 6.279
H 3.710 1.294 -2.460
H 5.016 5.038 -4.070
H -0.988 0.005 1.707
H -4.864 1.635 -2.802
H 3.950 -1.239 3.882
H 4.008 -1.094 1.586
H -2.673 2.217 -2.943
H 5.544 2.870 -3.029
H 0.841 4.084 -3.918
H -5.351 -3.229 0.704
H 0.634 -3.162 -1.780
H 0.466 -2.735 -3.512
H 2.783 -0.303 7.156
H 0.410 -0.520 6.128
H -1.468 0.970 3.725
H 2.845 0.006 0.814
H -4.248 -4.600 0.438
H -5.423 -4.157 -0.825
H -6.705 0.177 -2.107
H 2.729 -2.041 6.903
H -1.551 -0.003 5.197
H 1.924 -2.235 -2.609
H 2.512 -1.700 0.839
```

Results
Frontier orbital gap   0.214 hartree
2S+1   1
Net charge   -1
F_max   3.15 eV Å⁻¹
DFT total energy   -1545.3135 Ha

Here is an isolated molecule of C26H27N3O2 from the OMol25 dataset. Energies are from the ωB97M-V functional and the def2-TZVPD basis.

```
58
Properties=species:S:1:pos:R:3
O 3.115 1.865 0.433
O -1.104 1.224 -1.046
N 1.006 2.689 0.367
N 0.833 0.079 -1.004
N -2.243 -0.743 0.558
C -3.327 -2.913 -0.041
C 0.932 1.280 4.913
C 1.026 3.283 1.692
C 4.989 1.378 -3.161
C -1.769 -1.760 -1.653
C -2.944 -1.919 1.031
C -0.495 0.191 -0.821
C -3.091 -3.800 -2.259
C 5.091 0.119 -3.727
C 2.851 0.801 -2.219
C -4.581 -4.857 -0.713
C 2.953 -0.456 -2.800
C -1.201 -1.086 -0.389
C -0.155 0.449 4.699
C 3.876 1.719 -2.416
C -0.484 1.448 2.544
C 1.652 1.211 -1.406
C -4.241 -3.920 0.244
C -4.003 -4.796 -1.971
C 0.609 2.280 2.747
C 4.067 -0.794 -3.550
C 0.105 4.501 1.710
C 1.313 2.187 3.940
C 2.033 1.962 -0.103
C -2.744 -2.853 -1.303
C -0.860 0.534 3.512
H -0.502 -1.763 0.116
H -0.448 -0.264 5.457
H 5.781 2.099 -3.300
H 0.135 4.973 2.688
H 1.489 1.217 5.836
H 5.961 -0.148 -4.308
H 3.802 2.702 -1.977
H -2.880 -0.088 0.114
H 0.417 5.223 0.959
H -4.686 -3.963 1.228
H -3.833 -1.594 1.577
H -2.283 -2.426 1.749
H -2.288 -0.997 -2.245
H -0.919 4.196 1.503
H 0.105 2.610 -0.089
H 2.155 -1.175 -2.688
H -1.706 -0.111 3.327
H -1.049 1.495 1.625
H -4.263 -5.525 -2.724
H 2.061 3.588 1.881
H -0.960 -2.160 -2.268
H -2.637 -3.749 -3.239
H 1.328 -0.725 -0.650
H 1.006 1.866 -2.006
H -5.296 -5.632 -0.480
H 4.132 -1.776 -3.997
H 2.169 2.826 4.104
```

Results
Frontier orbital gap   0.355 hartree
Structure (SMILES)   C[C@H](NC(=O)[C@H](NC(=O)[C@@H]1Cc2ccccc2CN1)c1ccccc1)c1ccccc1
2S+1   1
Energy above the lowest of the compared OMol25 structures with the same formula, charge and spin   0.000 eV
F_max   0.61 eV Å⁻¹
DFT total energy   -1321.7805 Ha